Molecular formula: C36H96ClN6O19
Method: DFT, wB97M-V/def2-TZVPD

total charge = -1
multiplicity = 1
total energy = -99236.3771 eV
E_HOMO = -6.5 eV
LUMO = 2.1020 eV

Cartesian coordinates (Å):
Cl 0.156 0.269 -0.391
O 1.014 0.739 0.684
O 0.139 -1.167 -0.425
O -1.177 0.732 -0.134
O 0.600 0.851 -1.668
O -1.548 3.147 -2.905
H -0.805 2.672 -2.531
H -2.309 2.609 -2.690
O -2.746 -2.101 0.014
H -1.950 -2.528 -0.302
H -2.461 -1.224 0.273
O 0.285 -4.850 -0.990
H 0.959 -5.426 -1.351
H 0.735 -4.018 -0.841
C -2.779 0.516 8.254
O -2.854 -0.145 6.964
C -2.132 -1.390 6.851
C -1.588 -1.325 5.369
N -0.407 -0.468 5.330
C 0.277 -0.521 3.991
C 1.753 -0.257 4.054
O 2.418 -1.377 4.625
C 3.676 -1.064 5.235
H -1.755 0.793 8.500
H -3.275 -0.159 8.952
H -3.282 1.482 8.220
H -2.830 -2.219 6.735
H -1.535 -1.705 7.708
H -2.298 -0.938 4.638
H -1.260 -2.355 5.230
H -0.971 0.369 5.367
H -0.061 0.215 3.262
H -0.021 -1.396 3.413
H 2.029 0.697 4.505
H 2.261 -0.304 3.091
H 3.715 -0.172 5.859
H 4.416 -0.946 4.443
H 4.026 -1.898 5.843
C 1.928 -3.231 1.752
O 3.259 -3.344 1.187
C 4.323 -3.376 2.091
C 4.588 -4.743 2.785
N 3.741 -4.799 3.989
C 4.167 -5.854 5.010
C 3.069 -6.165 6.035
O 3.014 -5.219 7.145
C 2.042 -4.207 7.085
H 1.759 -2.313 2.316
H 1.827 -4.038 2.477
H 1.146 -3.253 0.992
H 4.399 -2.632 2.884
H 5.185 -3.258 1.434
H 5.611 -4.873 3.139
H 4.537 -5.532 2.035
H 3.404 -3.902 4.307
H 5.146 -5.646 5.442
H 4.409 -6.742 4.426
H 3.187 -7.154 6.479
H 2.190 -6.061 5.399
H 1.176 -4.804 7.372
H 1.906 -3.703 6.128
H 2.234 -3.418 7.812
C -0.872 -1.668 -3.546
O -1.146 -1.188 -4.837
C -1.427 0.256 -4.877
C -2.165 0.637 -6.107
N -3.155 -0.442 -6.399
C -4.561 -0.176 -6.025
C -4.934 -0.021 -4.526
O -6.323 -0.313 -4.127
C -6.570 -0.172 -2.735
H 0.177 -1.514 -3.293
H -1.209 -2.682 -3.329
H -1.482 -1.109 -2.836
H -0.601 0.961 -4.784
H -2.114 0.501 -4.066
H -1.616 0.590 -7.048
H -2.483 1.671 -5.976
H -2.877 -1.315 -5.976
H -5.065 -1.084 -6.357
H -4.915 0.671 -6.612
H -4.952 1.057 -4.367
H -4.270 -0.482 -3.796
H -6.735 0.858 -2.419
H -5.784 -0.578 -2.097
H -7.475 -0.768 -2.619
C 4.442 1.447 1.352
O 4.746 2.858 1.177
C 3.654 3.729 0.878
C 2.995 3.409 -0.442
N 3.774 3.913 -1.562
C 3.577 3.236 -2.850
C 4.701 3.582 -3.850
O 5.855 2.777 -3.679
C 7.013 3.339 -4.280
H 3.884 0.986 0.538
H 3.847 1.347 2.260
H 5.321 0.874 1.646
H 3.965 4.765 0.751
H 3.016 3.801 1.759
H 2.004 3.862 -0.481
H 2.672 2.369 -0.482
H 4.771 3.825 -1.424
H 2.560 3.406 -3.202
H 3.518 2.158 -2.702
H 4.930 4.648 -3.874
H 4.215 3.456 -4.817
H 7.284 4.279 -3.799
H 6.847 3.562 -5.334
H 7.930 2.750 -4.262
C 3.051 -2.030 -2.002
O 3.483 -1.859 -3.343
C 4.038 -0.555 -3.635
C 4.543 -0.364 -5.141
N 3.488 -0.570 -6.136
C 2.880 0.785 -6.561
C 1.935 0.666 -7.777
O 1.188 1.904 -7.851
C 0.360 1.992 -8.999
H 3.656 -2.732 -1.429
H 2.143 -2.599 -2.200
H 2.863 -1.104 -1.458
H 4.955 -0.361 -3.079
H 3.174 0.066 -3.401
H 5.311 -1.128 -5.257
H 5.104 0.551 -5.330
H 2.696 -1.044 -5.726
H 3.680 1.469 -6.845
H 2.402 1.267 -5.708
H 1.408 -0.280 -7.658
H 2.477 0.516 -8.711
H -0.655 1.691 -8.738
H 0.667 1.270 -9.756
H 0.417 3.069 -9.157
C -4.152 3.411 -0.921
O -5.238 3.585 -0.010
C -5.701 2.293 0.417
C -7.086 2.322 1.057
N -7.162 1.649 2.369
C -6.344 2.329 3.432
C -6.990 2.295 4.802
O -8.263 3.001 4.688
C -8.755 3.394 5.914
H -3.352 2.735 -0.617
H -3.530 4.268 -1.182
H -4.525 2.960 -1.840
H -4.921 1.793 0.992
H -5.899 1.749 -0.507
H -7.814 2.000 0.312
H -7.264 3.385 1.224
H -8.100 1.681 2.742
H -6.130 3.310 3.008
H -5.404 1.779 3.378
H -6.379 2.705 5.606
H -7.220 1.256 5.035
H -9.813 3.467 5.663
H -8.338 4.374 6.147
H -8.512 2.700 6.719

Cartesian forces, eV/Å:
0.40 1.43 -0.03
0.09 -0.42 -0.52
0.46 -0.40 -0.33
-0.92 0.16 0.04
-0.05 -0.78 0.82
-0.16 0.43 -0.33
0.36 -0.38 0.28
-0.11 -0.22 0.10
-0.57 -0.31 0.07
0.30 0.01 -0.08
0.28 0.39 -0.05
-0.33 -0.14 0.01
0.17 -0.13 -0.09
0.14 0.35 -0.01
-0.09 -0.68 -1.13
0.41 0.62 1.32
-1.75 0.59 -2.72
1.92 -1.48 2.39
-0.12 0.24 -1.09
-0.68 0.96 -0.17
1.11 -1.40 -0.83
0.75 -0.26 2.62
-0.13 -0.47 -0.82
0.23 -0.57 0.26
0.28 0.32 0.58
-0.46 -0.26 -0.35
-0.77 0.00 0.46
0.82 0.76 -0.33
-0.70 -0.71 0.30
-0.20 -0.14 -0.84
1.08 1.23 0.11
-0.48 0.70 0.25
0.54 -0.68 0.53
-0.24 -0.03 0.49
-0.89 1.02 -0.87
-0.53 0.18 -0.02
0.30 0.25 -0.14
-0.34 -0.20 0.01
0.61 -0.28 0.72
-1.36 0.60 0.16
1.77 -1.56 -0.37
-0.58 1.17 1.07
0.08 -2.65 0.23
-0.19 1.30 -1.11
0.33 1.61 -0.09
1.91 -0.60 -0.93
-0.81 -0.85 0.11
0.47 0.26 -0.17
-0.43 -0.21 -0.16
0.49 -0.23 -0.15
-0.67 0.56 -0.19
0.20 0.41 0.03
0.67 0.74 -0.19
-1.06 -0.39 0.16
0.38 -0.09 0.28
0.05 0.53 0.55
-0.56 -0.27 -0.18
-0.07 0.05 -0.11
-0.60 -0.42 0.45
-1.04 0.99 -0.11
0.08 -0.22 -0.29
0.24 -0.30 0.19
-0.23 0.84 1.07
-0.11 1.46 -0.84
0.19 -0.62 0.64
-0.19 -2.23 -1.44
-1.95 1.60 0.48
0.00 -1.63 0.11
-1.14 1.91 0.73
1.15 -0.66 -0.99
-0.16 -0.51 -0.72
0.03 -0.20 0.15
0.29 -0.35 -0.91
0.16 0.36 0.33
0.77 -0.61 0.33
0.07 -0.25 0.46
0.95 0.48 0.38
-0.77 -0.21 -0.08
0.44 0.18 0.13
-0.47 0.10 -0.25
-0.16 -0.02 0.16
0.91 0.38 0.41
0.25 -0.33 -0.31
-0.09 0.28 -0.20
0.22 -0.22 -0.10
-0.06 0.22 0.52
-0.63 1.09 0.97
0.70 -0.54 -0.38
-0.04 -0.26 0.00
-1.10 -0.19 0.08
0.49 -0.07 -0.72
0.16 -0.18 0.82
-1.52 0.00 -0.29
0.49 -0.15 0.11
-0.22 0.74 -0.29
0.24 0.12 -0.14
-0.62 0.08 0.03
0.49 0.44 -0.74
1.02 -0.08 0.18
-0.67 -0.54 -0.15
-0.09 0.59 0.11
0.62 -0.52 -0.29
0.14 -0.08 0.78
0.11 0.74 -0.52
0.56 -0.45 -0.06
0.26 0.20 0.66
0.38 -0.56 -0.59
-0.13 0.26 0.16
-0.22 0.03 -0.24
-0.53 -0.75 0.48
-0.71 -0.94 -0.80
1.64 0.56 -1.10
0.02 -0.04 -1.06
-1.10 -1.75 1.28
-0.71 2.42 -1.21
0.92 -1.01 -0.20
0.51 0.47 1.03
0.65 -1.93 0.31
-0.02 0.01 1.37
0.64 0.39 0.05
-0.58 0.30 0.76
-0.06 -0.01 -0.09
-0.27 0.18 0.74
0.52 0.96 0.06
-0.02 -0.39 -0.15
-0.49 0.37 0.47
0.15 -0.49 0.30
0.29 -0.16 0.03
-0.51 0.00 -0.03
-1.09 0.23 0.13
0.40 0.25 -0.08
-0.27 0.18 0.03
0.36 0.64 -0.55
-0.38 -0.23 -1.20
0.35 -0.62 -0.41
0.64 0.03 0.32
-0.18 -0.22 -1.24
0.55 1.36 1.30
-0.25 -0.29 0.53
0.41 -0.67 -1.96
-1.06 0.25 -1.19
2.10 -1.22 -0.86
-0.57 0.58 -0.33
-0.24 -0.52 0.87
-0.95 0.77 0.32
-0.22 0.11 -0.36
-0.12 -0.11 0.16
0.70 -0.52 -0.13
-0.16 -0.45 0.53
-0.32 0.47 -0.15
-0.38 -0.02 -0.54
0.02 0.60 0.77
0.27 0.16 0.76
0.16 0.23 -0.17
0.04 -0.20 0.22
-0.28 0.20 1.08
-0.13 0.24 0.43
-0.33 -0.18 0.11

Mulliken atomic charge list, values in e, 99 entries: atom 1 (Cl): 0.832, atom 2 (O): -0.499, atom 3 (O): -0.279, atom 4 (O): -0.738, atom 5 (O): -0.130, atom 6 (O): -0.699, atom 7 (H): 0.331, atom 8 (H): 0.247, atom 9 (O): -0.658, atom 10 (H): 0.277, atom 11 (H): 0.312, atom 12 (O): -0.659, atom 13 (H): 0.298, atom 14 (H): 0.362, atom 15 (C): -0.752, atom 16 (O): -0.279, atom 17 (C): -0.717, atom 18 (C): -0.690, atom 19 (N): -0.289, atom 20 (C): -0.679, atom 21 (C): -0.791, atom 22 (O): 0.215, atom 23 (C): -1.116, atom 24 (H): 0.309, atom 25 (H): 0.316, atom 26 (H): 0.230, atom 27 (H): 0.353, atom 28 (H): 0.408, atom 29 (H): 0.362, atom 30 (H): 0.460, atom 31 (H): 0.312, atom 32 (H): 0.516, atom 33 (H): 0.394, atom 34 (H): 0.560, atom 35 (H): -0.026, atom 36 (H): 0.381, atom 37 (H): 0.312, atom 38 (H): 0.293, atom 39 (C): 0.223, atom 40 (O): -0.275, atom 41 (C): -0.324, atom 42 (C): -0.860, atom 43 (N): 0.144, atom 44 (C): -0.763, atom 45 (C): -0.673, atom 46 (O): -0.415, atom 47 (C): -0.474, atom 48 (H): -0.492, atom 49 (H): 0.481, atom 50 (H): -0.121, atom 51 (H): -0.037, atom 52 (H): 0.399, atom 53 (H): 0.466, atom 54 (H): 0.361, atom 55 (H): -0.058, atom 56 (H): 0.414, atom 57 (H): 0.437, atom 58 (H): 0.372, atom 59 (H): 0.344, atom 60 (H): 0.405, atom 61 (H): 0.088, atom 62 (H): 0.212, atom 63 (C): -0.357, atom 64 (O): -0.618, atom 65 (C): 0.573, atom 66 (C): -0.519, atom 67 (N): -0.401, atom 68 (C): -0.951, atom 69 (C): 0.159, atom 70 (O): -0.450, atom 71 (C): -0.713, atom 72 (H): 0.026, atom 73 (H): 0.389, atom 74 (H): 0.181, atom 75 (H): 0.202, atom 76 (H): -0.116, atom 77 (H): -0.120, atom 78 (H): 0.429, atom 79 (H): 0.343, atom 80 (H): 0.370, atom 81 (H): 0.306, atom 82 (H): 0.170, atom 83 (H): 0.191, atom 84 (H): 0.248, atom 85 (H): 0.343, atom 86 (H): 0.280, atom 87 (C): -0.254, atom 88 (O): -0.443, atom 89 (C): -0.793, atom 90 (C): 0.465, atom 91 (N): -0.467, atom 92 (C): 0.104, atom 93 (C): -0.802, atom 94 (O): -0.225, atom 95 (C): -0.924, atom 96 (H): -0.098, atom 97 (H): 0.232, atom 98 (H): 0.390, atom 99 (H): 0.374